Record 1
Molecular formula: C5H9N3
Method: DFT, the ωB97M-V functional and the def2-TZVPD basis

Last column: natural (NBO) charge in e.
CARTESIAN COORDINATES (ANGSTROEM)
C -1.28125 0.23447 -1.34925  -0.411
C 1.61881 -0.36570 -0.71861  -0.405
C 0.92364 -0.51300 1.62939  -0.408
N 0.55300 -0.65269 0.22537  -0.405
C -0.70770 -0.24614 -0.08757  0.303
C -1.49404 1.22965 -0.19595  -0.278
N -1.87224 -0.54123 0.82651  -0.183
N -2.37828 0.61034 0.74228  -0.088
H -2.15952 -0.26694 -1.75532  0.218
H -0.57916 0.57784 -2.09926  0.228
H -1.36694 2.29485 -0.29321  0.224
H 2.51338 -0.90054 -0.40339  0.209
H 1.33624 -0.71538 -1.70978  0.208
H 0.09402 -0.85631 2.24487  0.228
H 1.80202 -1.12640 1.82449  0.201
H 1.14663 0.53065 1.88559  0.180
H 1.85139 0.70652 -0.76614  0.178

For the lowest unoccupied orbital energy, the calculation gives 0.0252 Eh. The electronic energy is -9797.000 eV. Its spin multiplicity is 1. As for the orbital gap: 8.566 eV. The SMILES is CN(C)[C@]12C[C@H]1N=N2. Its HOMO energy is -7.88 eV.

Record 2
Molecular formula: C4H6N2O
Method: DFT, the ωB97M-V functional and the def2-TZVPD basis

Last column: natural (NBO) charge in e.
CARTESIAN COORDINATES (ANGSTROEM)
C -2.25826 0.43341 0.07491  -0.254
O -1.37545 -0.66709 0.22412  -0.488
C -0.07223 -0.35279 0.15982  0.425
N 0.33745 0.90249 0.05341  -0.346
N 1.66518 0.77512 -0.06684  -0.334
C 2.09356 -0.49562 -0.12277  -0.049
C 0.98250 -1.29577 0.13180  -0.379
H -3.25588 0.00709 0.16203  0.191
H -2.09391 1.18742 0.85190  0.188
H -2.13769 0.91479 -0.90402  0.184
H 2.29973 1.55197 -0.07454  0.402
H 2.95958 -0.59344 -0.74985  0.220
H 0.85543 -2.36758 0.26003  0.240

For the lowest unoccupied orbital energy, the calculation gives 0.0394 Eh. The electronic energy is -9271.541 eV. Its spin multiplicity is 1. As for the orbital gap: 9.762 eV. The SMILES is COc1cc[nH]n1. Its HOMO energy is -8.69 eV.

Record 3
Molecular formula: C5H8N3O
Method: DFT, the ωB97M-V functional and the def2-TZVPD basis

Last column: natural (NBO) charge in e.
CARTESIAN COORDINATES (ANGSTROEM)
C -1.33293 0.96522 -0.54064  -0.030
C -0.05377 1.31406 -0.46977  -0.139
C -0.22103 -0.88281 0.13644  0.134
C 2.89911 -0.32501 -0.24979  0.558
C -2.52398 -1.25235 0.15563  -0.405
N -1.40089 -0.37338 -0.18268  -0.369
N 0.62493 0.11609 -0.08990  -0.281
N 1.80892 0.36159 0.56701  -0.417
O 3.71272 0.31327 -0.78747  -0.378
H -2.22010 1.53428 -0.47203  0.256
H 0.51301 2.30953 -0.69178  0.256
H 2.58976 -1.36660 -0.29369  0.194
H -3.29664 -1.05876 -0.54149  0.218
H -2.17773 -2.37912 0.13374  0.266
H -2.83822 -0.92763 1.25126  0.222
H 1.90430 0.21372 1.56887  0.454
H 2.01254 1.43790 0.50630  0.461

The charge is +1. For the lowest unoccupied orbital energy, the calculation gives -0.1564 Eh. The electronic energy is -11820.967 eV. Its spin multiplicity is 1. As for the orbital gap: 9.200 eV. Its HOMO energy is -13.46 eV.

Record 4
Molecular formula: C17H15F6GaN7O6S2Se3Te
Method: DFT, the ωB97M-V functional and the def2-TZVPD basis

Last column: natural (NBO) charge in e.
CARTESIAN COORDINATES (ANGSTROEM)
Ga -1.14383 -0.61983 -1.76562  1.248
Se -2.96491 -3.17610 -1.62620  -0.084
Se -3.01759 -5.48792 -2.31306  -0.250
Te -1.73074 -5.25533 -4.44210  -0.263
Se -1.41329 -2.49092 -3.22679  -0.222
F -2.03612 3.32513 -0.56501  -0.321
C -2.83129 2.54946 -1.31395  0.751
F -3.97337 3.19921 -1.52302  -0.306
F -3.08479 1.44988 -0.61994  -0.298
S -1.98751 2.35022 -3.02067  2.235
O -1.15553 1.10295 -3.02037  -0.993
O -1.22648 3.55838 -3.07759  -0.903
N -3.16900 2.35195 -4.05650  -1.179
S -4.16360 1.09541 -4.04222  2.237
O -3.88990 0.24494 -2.90899  -0.941
O -5.52137 1.45593 -4.30169  -0.906
C -3.63630 0.16508 -5.54176  0.725
F -4.33089 -0.95359 -5.64014  -0.295
F -2.33984 -0.10197 -5.50686  -0.301
F -3.87473 0.93075 -6.62234  -0.322
C -1.59581 0.08621 1.65172  -0.674
C -0.59656 0.87729 0.88402  0.464
N -0.41770 0.82579 -0.41433  -0.619
C 0.58205 1.72984 -0.74809  -0.038
C 1.01486 2.32507 0.38639  -0.098
N 0.25933 1.77329 1.41671  -0.355
C 0.35681 2.13433 2.81503  -0.034
N 1.69690 1.95317 3.30059  -0.220
N 2.49001 3.01859 3.57287  -0.019
N 3.63067 2.59859 3.97313  -0.212
C 3.61130 1.21134 3.96696  0.028
C 4.59838 0.28269 4.31324  -0.187
C 4.27250 -1.04843 4.20184  -0.231
C 2.99974 -1.46340 3.74734  -0.180
C 2.02232 -0.56240 3.39690  -0.259
C 2.36523 0.79006 3.52981  0.146
H -1.98833 -0.70566 1.01944  0.275
H -2.41961 0.72036 1.98677  0.235
H -1.14537 -0.40352 2.51515  0.245
H 0.91516 1.85239 -1.76245  0.261
H 1.78302 3.05798 0.57108  0.238
H -0.32017 1.49971 3.37835  0.224
H 0.09471 3.17591 2.96515  0.235
H 5.57346 0.61435 4.64802  0.227
H 5.00315 -1.80372 4.46324  0.216
H 2.78656 -2.52243 3.67279  0.229
H 1.05774 -0.89297 3.02653  0.251
O 0.15085 -2.72439 1.91799  -0.639
C 0.71391 -2.56128 0.84988  0.698
C 2.10914 -3.10494 0.51637  -0.517
C 2.49738 -2.35456 -0.75641  -0.509
C 1.21766 -1.62541 -1.09444  0.693
O 1.05384 -0.86895 -2.07897  -0.715
N 0.23491 -1.83101 -0.21672  -0.708
H 2.01565 -4.18040 0.35803  0.241
H 2.78673 -2.94559 1.35282  0.222
H 2.78343 -2.99271 -1.59150  0.243
H 3.29724 -1.62881 -0.60045  0.230

The charge is -1. For the lowest unoccupied orbital energy, the calculation gives 0.0609 Eh. The electronic energy is -334275.392 eV. Its spin multiplicity is 1. As for the orbital gap: 5.254 eV. Its HOMO energy is -3.60 eV.

Record 5
Molecular formula: C4H10IN2S
Method: DFT, the ωB97M-V functional and the def2-TZVPD basis

Last column: natural (NBO) charge in e.
CARTESIAN COORDINATES (ANGSTROEM)
C 0.98658 -0.14148 -1.27533  -0.304
C 0.98962 0.98031 -0.29002  0.096
C 1.57294 -0.32136 0.13453  0.027
C -0.29796 -0.86562 -1.40077  -0.634
N -1.00595 1.11401 0.88441  -0.924
N 0.96838 -1.14822 1.10142  -0.851
S 1.31417 2.63855 -0.33467  0.281
I 3.82912 -0.20444 0.12878  0.112
H 1.54420 -0.11667 -2.11491  0.274
H -0.48577 -1.47119 -0.55410  0.222
H -0.23977 -1.55348 -2.36522  0.256
H -1.25766 -0.35904 -1.51344  0.232
H -0.58792 0.94861 1.74138  0.403
H -1.59683 1.86024 0.56769  0.421
H 0.74533 -0.91124 2.00759  0.398
H 0.76705 -2.15097 0.94867  0.418
H -1.49832 0.26952 0.56537  0.398
H 2.45199 2.62175 0.36625  0.175

The charge is +1. For the lowest unoccupied orbital energy, the calculation gives -0.2075 Eh. The electronic energy is -26215.887 eV. Its spin multiplicity is 1. As for the orbital gap: 7.490 eV. Its HOMO energy is -13.14 eV.

Record 6
Molecular formula: C6H10O
Method: DFT, the ωB97M-V functional and the def2-TZVPD basis

Last column: natural (NBO) charge in e.
CARTESIAN COORDINATES (ANGSTROEM)
C 1.49364 -1.96981 0.84826  -0.858
C 0.73079 -0.20847 -1.57499  0.232
C -0.74360 -0.48392 -1.61085  -0.606
C -0.24100 0.77065 -1.00576  -0.438
C -0.25789 1.07817 0.46962  -0.503
C -1.27938 2.12412 0.83601  0.451
O -1.92189 2.76467 0.03765  -0.516
H 2.21159 -2.79289 0.83085  0.223
H 0.48359 -2.37913 0.97786  0.205
H 1.72436 -1.30171 1.68513  0.210
H 1.59949 -1.43356 -0.11200  0.229
H -1.23465 -0.45834 -2.58076  0.258
H -1.07788 -1.30643 -0.98165  0.247
H -0.35651 1.66177 -1.62141  0.277
H 0.71714 1.45855 0.80700  0.243
H -0.45518 0.18116 1.06936  0.236
H -1.39262 2.29517 1.92569  0.111

For the lowest unoccupied orbital energy, the calculation gives -0.0162 Eh. The electronic energy is -8426.591 eV. Its spin multiplicity is 1. As for the orbital gap: 8.659 eV. Its HOMO energy is -9.10 eV.

Record 7
Molecular formula: C16H29BrCl2N4O7P2S2
Method: DFT, the ωB97M-V functional and the def2-TZVPD basis

Last column: natural (NBO) charge in e.
CARTESIAN COORDINATES (ANGSTROEM)
C -1.10602 2.74557 1.12795  -0.142
C -1.62764 1.97085 0.38574  0.047
N -2.18455 1.08716 -0.52620  -0.496
C -2.82020 1.95167 -1.60543  -0.237
C -4.23614 2.42073 -1.21816  -0.250
C -4.83278 1.81183 0.03303  -0.632
Br -5.42855 2.13520 -2.73412  0.013
C -1.18137 0.21174 -1.04064  0.785
N 0.10334 0.53332 -0.82294  -0.465
C 0.70758 1.48320 -1.78571  -0.221
C 1.10634 0.96063 -3.16156  -0.462
C 0.04238 1.27192 -4.22647  -0.366
Cl -0.17360 -0.02200 -5.42203  -0.055
C 1.01372 -0.45151 -0.20053  -0.203
C 0.75848 -0.44393 1.31621  -0.819
P 1.50591 -1.68596 2.37469  2.400
O 0.76615 -1.79559 3.64104  -1.118
O 1.55232 -3.09052 1.61355  -0.831
C 1.24743 -4.24187 2.44081  -0.057
C 1.55835 -5.52910 1.69435  -0.630
O 2.98550 -1.16556 2.55149  -0.820
C 3.64617 -1.41589 3.81580  -0.059
C 3.41412 -0.29945 4.81126  -0.642
N -1.63682 -0.83096 -1.70894  -0.480
N -0.71820 -1.63616 -2.38786  -0.362
C -0.70201 -2.84411 -2.16924  0.181
S -0.69604 -4.35289 -1.93547  0.274
P -3.37055 -1.32631 -1.92477  0.945
S -3.66807 -2.23973 -3.57702  -0.425
H -0.45870 3.46078 1.58640  0.288
H -2.88238 1.33476 -2.49572  0.215
H -2.18731 2.80838 -1.80916  0.243
H -4.19223 3.48975 -1.04684  0.240
H -5.86584 2.11847 0.15164  0.241
H -4.77505 0.72850 0.07117  0.201
H -4.28236 2.19115 0.89367  0.241
H 1.59161 1.85259 -1.28596  0.291
H 0.06196 2.35632 -1.86421  0.220
H 1.33175 -0.09989 -3.16061  0.230
H 1.99078 1.52449 -3.44495  0.254
H -0.92151 1.48082 -3.76977  0.181
H 0.31743 2.17134 -4.76576  0.231
H 2.01117 -0.05429 -0.36432  0.241
H 1.01019 -1.45294 -0.62361  0.206
H -0.30891 -0.55515 1.50148  0.238
H 1.07900 0.52578 1.68414  0.280
H 0.20238 -4.22815 2.72979  0.193
H 1.84088 -4.22363 3.34800  0.184
H 2.41895 -5.42298 1.04254  0.224
H 0.69184 -5.90300 1.15996  0.203
H 1.79000 -6.28135 2.44601  0.219
H 3.37335 -2.38385 4.22608  0.183
H 4.70426 -1.47447 3.57483  0.190
H 2.57403 -0.54342 5.45652  0.225
H 3.16889 0.62968 4.30717  0.230
H 4.28944 -0.18822 5.44387  0.217
H -4.10885 -0.15799 -1.79913  0.011
H -3.53930 -2.14376 -0.80241  -0.009
O 2.20633 5.91686 -0.90589  -0.852
Cl 2.61798 4.66078 -0.34484  2.550
O 2.81028 3.69552 -1.41691  -0.913
O 1.57110 4.14759 0.53284  -0.922
O 3.84357 4.80726 0.38514  -0.846

For the lowest unoccupied orbital energy, the calculation gives -0.0690 Eh. The electronic energy is -172679.492 eV. Its spin multiplicity is 1. As for the orbital gap: 6.732 eV. Its HOMO energy is -8.61 eV.

Record 8
Molecular formula: C5H12NO2P
Method: DFT, the ωB97M-V functional and the def2-TZVPD basis

Last column: natural (NBO) charge in e.
CARTESIAN COORDINATES (ANGSTROEM)
C -0.00144 -1.85875 1.45129  0.245
C 2.26875 -1.11852 1.91155  -0.616
C 0.33531 1.33701 -2.17168  -0.957
C -2.35787 0.60923 -2.26776  -0.961
C 0.81156 -1.08985 2.39012  -0.001
N -0.65739 -2.39318 0.68292  -0.311
O -1.01357 1.03811 0.03306  -1.009
O 0.31601 0.21869 2.53852  -0.697
P -0.80641 0.13276 -1.35068  1.071
H 2.65160 -2.13509 1.92458  0.224
H 2.87312 -0.49801 2.56790  0.226
H 2.33025 -0.73164 0.89568  0.214
H 0.54613 0.98796 -3.18306  0.232
H -0.11019 2.33097 -2.20650  0.224
H 1.27317 1.38369 -1.61788  0.228
H -2.52791 1.68224 -2.21170  0.222
H -2.26094 0.30729 -3.30608  0.229
H -3.20926 0.08183 -1.83857  0.230
H 0.72437 -1.54528 3.38607  0.220
H -1.54661 0.58117 0.68461  0.498
H 0.36132 0.67938 1.68758  0.489

For the lowest unoccupied orbital energy, the calculation gives 0.0302 Eh. The electronic energy is -20253.359 eV. Its spin multiplicity is 1. As for the orbital gap: 9.367 eV. The SMILES is C[C@@H](O)C#N.CP(C)O. Its HOMO energy is -8.54 eV.

Look up the spin multiplicity of the eighth one. 1

Look up the spin multiplicity of the third one. 1

lowest unoccupied orbital energy of number 2 (C4H6N2O)? 0.0394 Eh

Among the records above, which one has the lowest orbital gap? C17H15F6GaN7O6S2Se3Te